Entry w
DFT (ωB97M-V/def2-TZVPD) results for a 2-piece molecular cluster, C4H12S2 overall.

Structure (XYZ):
```
18
C4H12S2 (ωB97M-V/def2-TZVPD)
S -0.189 -1.860 -1.925
S -2.985 1.535 -0.192
C 1.386 -1.499 -1.167
C 1.477 -1.864 0.311
C -0.296 2.109 0.578
C -1.609 1.564 1.037
H 2.541 -1.904 0.580
H -2.074 1.953 1.936
H -2.185 1.728 -1.259
H 0.500 1.725 1.220
H 2.184 -1.958 -1.751
H -0.035 1.834 -0.443
H -0.222 3.197 0.673
H -0.801 -2.595 -0.948
H 1.207 -2.894 0.530
H 1.631 -0.441 -1.307
H -1.459 0.492 1.240
H 0.930 -1.124 0.889
```

- structure (SMILES) = CCS.CCS
- charge = 0
- gap between HOMO and LUMO (eV) = 9.65

=====

Entry x
DFT (ωB97M-V/def2-TZVPD) results for a 2-piece molecular cluster, C4H12S2 overall.

Structure (XYZ):
```
18
C4H12S2 (ωB97M-V/def2-TZVPD)
S 2.416 -0.238 1.357
S -1.450 -1.293 1.854
C -2.728 -0.610 0.789
C 1.972 0.543 -1.313
C -2.363 0.740 0.144
C 2.571 -0.543 -0.427
H -2.841 0.880 -0.821
H 2.351 1.091 1.248
H -3.623 -0.505 1.410
H 3.621 -0.669 -0.664
H 0.935 0.328 -1.547
H 1.997 1.533 -0.864
H -2.687 1.565 0.772
H -0.495 -1.422 0.927
H 2.088 -1.486 -0.691
H -1.281 0.841 0.067
H -2.995 -1.331 0.013
H 2.514 0.577 -2.253
```

- structure (SMILES) = CCS.CCS
- charge = 0
- gap between HOMO and LUMO (eV) = 9.60

=====

Energy ordering: entry x at the bottom, the next structure 0.202 eV above.

=====

Entry w
DFT (ωB97M-V/def2-TZVPD) results for C4H11N2O2 as an isolated structure.

Structure (XYZ):
```
19
C4H11N2O2 (ωB97M-V/def2-TZVPD)
O 0.247 0.145 -2.308
O -0.487 0.296 0.119
N 2.673 0.679 1.967
N -2.769 -0.953 -0.636
C 1.259 0.938 1.608
C 0.859 0.147 0.365
C -1.620 -1.123 -1.528
C -0.802 0.154 -1.631
H 2.992 1.382 2.630
H 1.166 -0.913 0.514
H 1.073 1.997 1.383
H -0.912 -1.907 -1.207
H -1.994 -1.411 -2.526
H 3.240 0.826 1.139
H -3.206 -1.844 -0.451
H 1.457 0.503 -0.486
H -2.399 -0.601 0.240
H -1.416 1.071 -1.638
H 0.641 0.615 2.446
```

- charge = -1
- gap between HOMO and LUMO (eV) = 7.60

=====

Entry x
DFT (ωB97M-V/def2-TZVPD) results for a 2-piece molecular cluster, C4H11N2O2 overall.

Structure (XYZ):
```
19
C4H11N2O2 (ωB97M-V/def2-TZVPD)
O -0.681 -0.008 -0.155
O 2.518 2.914 -1.689
N 1.451 1.335 -0.424
N -1.607 -1.956 0.873
C 1.621 2.084 -1.502
C -2.890 -1.789 0.203
C 2.353 1.545 0.684
C -0.521 -1.335 0.075
H 0.855 1.906 -2.272
H -1.636 -1.411 1.729
H -3.105 -0.747 -0.053
H 0.518 0.715 -0.293
H 0.408 -1.564 0.638
H -2.881 -2.381 -0.715
H 2.443 2.609 0.926
H 1.976 1.002 1.550
H 3.359 1.189 0.453
H -3.698 -2.171 0.835
H -0.483 -1.936 -0.861
```

- charge = -1
- gap between HOMO and LUMO (eV) = 8.07

=====

Energy ordering: entry x at the bottom, the next structure 0.962 eV above.

=====

Entry w
DFT (ωB97M-V/def2-TZVPD) results for a 3-piece molecular cluster, C2H2Cl2O3 overall.

Structure (XYZ):
```
9
C2H2Cl2O3 (ωB97M-V/def2-TZVPD)
Cl 1.661 -1.388 0.213
Cl -3.626 0.047 0.237
O 2.723 1.722 -0.042
O -1.475 1.388 -0.308
O -1.250 -0.934 -0.417
C -1.814 0.097 -0.284
C 1.616 1.485 0.048
H -0.575 1.513 -0.382
H 0.626 -2.007 0.631
```

- charge = 0
- gap between HOMO and LUMO (eV) = 11.68

=====

Entry x
DFT (ωB97M-V/def2-TZVPD) results for a 2-piece molecular cluster, C2H2Cl2O3 overall.

Structure (XYZ):
```
9
C2H2Cl2O3 (ωB97M-V/def2-TZVPD)
Cl -2.113 0.787 -1.338
Cl 0.532 -1.488 1.582
O -1.366 -1.680 -1.506
O 2.008 0.152 0.133
O 0.109 1.126 0.901
C 0.720 -0.038 0.597
C -1.147 -0.635 -0.993
H -0.875 0.956 1.118
H 2.132 0.819 -0.495
```

- charge = 0
- gap between HOMO and LUMO (alpha / beta) (eV) = 8.04 / 7.29

=====

Energy ordering: entry w at the bottom, the next structure 2.796 eV above.

=====

Entry w
DFT (ωB97M-V/def2-TZVPD) results for a 2-piece molecular cluster, C3H10NOS overall.

Structure (XYZ):
```
16
C3H10NOS (ωB97M-V/def2-TZVPD)
S 1.703 1.290 -0.781
O 0.453 0.961 -3.544
N -0.644 -2.216 1.433
C -0.492 0.202 0.592
C 0.218 1.543 0.312
C 0.206 -1.027 1.234
H -0.026 -3.006 1.565
H 1.055 -1.154 0.593
H -1.491 0.390 1.062
H 0.681 1.931 1.210
H 0.509 -0.834 2.386
H -0.411 1.377 -3.412
H 0.857 1.120 -2.620
H -0.811 -0.247 -0.451
H -0.569 2.119 -0.216
H -1.238 -2.450 0.639
```

- charge = -1
- gap between HOMO and LUMO (eV) = 6.95

=====

Entry x
DFT (ωB97M-V/def2-TZVPD) results for a 2-piece molecular cluster, C3H10NOS overall.

Structure (XYZ):
```
16
C3H10NOS (ωB97M-V/def2-TZVPD)
S 0.348 1.533 0.297
O -0.204 1.042 -2.793
N 0.281 -1.962 -0.772
C -0.677 -1.584 0.269
C 0.051 -1.080 1.551
C -0.098 0.445 1.811
H 1.088 -1.387 1.507
H -0.235 -2.493 -1.467
H 0.684 -1.222 -1.256
H -1.153 0.622 1.919
H -1.282 -2.408 0.589
H -0.245 1.317 -1.810
H -1.256 -0.691 0.008
H 0.543 1.401 -3.280
H -0.216 -1.792 2.381
H 0.518 0.837 2.630
```

- charge = -1
- gap between HOMO and LUMO (eV) = 6.79

=====

Energy ordering: entry x at the bottom, the next structure 0.103 eV above.